Record 1
Density functional theory data (the ωB97M-V functional and the def2-TZVPD basis) for 3 unconnected molecules or ions with the total composition C4H16NO2.

```
23
Properties=species:S:1:pos:R:3:nbo_charge:R:1
C 1.03 0.38 -0.39 -0.2284
C 0.94 -1.13 -1.00 -0.2004
C 1.06 -1.07 -2.45 -0.6336
C -0.48 -1.68 -0.62 -0.6150
N 1.26 0.29 1.12 -0.6680
H 0.12 1.01 -0.47 0.2352
H 2.00 0.68 -0.81 0.2219
H 1.83 -1.59 -0.56 0.1980
H 0.21 -0.64 -3.07 0.2313
H 1.19 -1.99 -2.90 0.2379
H 1.95 -0.51 -2.71 0.2134
H -1.28 -1.05 -1.04 0.2293
H -0.43 -2.66 -1.10 0.2309
H -0.57 -1.77 0.48 0.2045
H 1.51 1.12 1.48 0.4175
H 1.94 -0.44 1.19 0.4206
H 0.41 0.00 1.55 0.4596
H -1.41 0.20 2.89 0.4888
H -1.61 1.27 1.97 0.5187
O -1.22 0.31 1.92 -0.9819
H -2.87 3.08 2.30 0.4821
H -2.82 3.51 0.82 0.5031
O -2.79 2.68 1.41 -0.9656
```

Computed properties:
- Energy above the lowest of the compared OMol25 structures with the same formula, charge and spin: 169.79 kJ/mol
- LUMO: -0.1131 Ha
- HOMO: -14.71 eV
- Orbital gap: 11.63 eV
- Total charge: +1

Record 2
Density functional theory data (the ωB97M-V functional and the def2-TZVPD basis) for a molecular structure, C32H45BrI2N2O7P2V.

```
92
Properties=species:S:1:pos:R:3:mulliken_spin:R:1
V -1.14 -0.20 1.13 2.5515
I -5.69 4.90 2.45 0.0000
C -5.14 2.83 2.10 -0.0006
C -5.40 2.23 0.89 0.0012
C -4.79 0.99 0.62 0.0091
I -5.03 0.16 -1.25 -0.0006
C -3.84 0.27 1.43 0.0378
O -3.13 -0.66 1.03 0.0426
C -3.77 0.92 2.72 -0.0125
C -2.70 0.48 3.70 0.0095
N -1.38 0.81 3.12 0.1216
C -1.11 2.27 2.97 0.0013
C -1.51 2.80 1.61 0.0276
C -1.77 4.19 1.53 0.0050
C -2.24 4.58 0.31 0.0080
C -2.40 3.74 -0.73 -0.0098
C -2.07 2.34 -0.57 0.0708
N -1.63 1.92 0.64 -0.1571
C -4.34 2.16 3.02 -0.0036
H -5.98 2.75 0.10 0.0000
H -2.78 1.04 4.67 0.0027
H -2.66 -0.67 3.83 -0.0141
H -0.62 0.51 3.74 0.0083
H -1.75 2.91 3.65 -0.0051
H -0.07 2.55 3.19 -0.0059
H -1.70 4.80 2.45 0.0002
H -2.71 5.56 0.19 0.0004
H -2.85 4.01 -1.70 -0.0003
H -2.17 1.68 -1.44 0.0161
H -4.13 2.55 4.01 0.0012
C 1.77 3.50 -0.10 0.0003
C 2.98 2.74 -0.68 -0.0008
C 3.39 3.23 -2.05 0.0002
O 2.52 1.36 -0.94 -0.0037
P 2.12 0.25 0.11 0.0325
O 1.07 0.75 1.00 0.0453
C 1.68 -1.18 -0.83 0.0848
P 0.18 -1.25 -1.84 -0.0097
O -1.01 -0.88 -1.05 0.0640
O 0.50 -0.25 -3.00 -0.0044
C -0.25 -0.19 -4.23 -0.0002
C 0.30 1.02 -5.01 0.0000
C -1.78 0.06 -3.92 0.0002
O 0.19 -2.64 -2.46 -0.0014
C 0.10 -3.96 -1.82 -0.0015
C 1.20 -4.25 -0.83 -0.0048
C -1.27 -4.06 -1.21 0.0091
O 3.44 -0.08 0.97 0.0002
C 4.70 -0.83 0.56 0.0000
C 5.30 -0.22 -0.69 0.0000
C 4.45 -2.34 0.56 0.0044
H 1.91 4.58 -0.19 0.0002
H 1.58 3.17 0.91 -0.0004
H 0.96 3.18 -0.72 0.0009
H 3.77 2.70 0.13 0.0001
H 2.46 3.07 -2.60 -0.0001
H 4.18 2.68 -2.53 -0.0001
H 3.67 4.26 -2.04 0.0000
H 1.44 -1.90 -0.06 -0.0272
H 2.49 -1.38 -1.52 -0.0006
H -0.14 -1.16 -4.79 0.0000
H 0.05 1.95 -4.44 0.0000
H -0.26 1.05 -5.94 0.0000
H 1.37 0.96 -5.27 0.0001
H -1.81 1.07 -3.47 0.0011
H -2.24 -0.71 -3.32 -0.0007
H -2.28 0.11 -4.86 0.0000
H 0.12 -4.56 -2.73 -0.0007
H 0.98 -3.83 0.19 0.0024
H 2.05 -3.82 -1.28 0.0005
H 1.27 -5.33 -0.59 0.0002
H -1.38 -3.29 -0.44 0.0173
H -1.33 -5.03 -0.83 -0.0005
H -2.04 -3.92 -1.97 0.0005
H 5.38 -0.61 1.36 -0.0002
H 4.62 -0.20 -1.47 0.0000
H 6.00 -0.95 -1.00 0.0000
H 5.74 0.78 -0.49 0.0000
H 4.37 -2.73 -0.48 0.0000
H 3.53 -2.53 1.13 -0.0025
H 5.19 -2.97 1.05 0.0000
Br 1.81 -6.17 2.47 0.0007
C 0.76 -4.58 2.57 0.0210
C -0.62 -4.57 2.37 -0.0064
C -1.17 -3.33 2.07 0.0816
C -0.47 -2.08 2.05 -0.0682
C 0.89 -2.19 2.42 0.0539
C 1.49 -3.43 2.69 -0.0033
H -1.24 -5.43 2.39 0.0001
H -2.21 -3.21 1.79 0.0077
H 1.46 -1.32 2.60 0.0037
H 2.57 -3.51 2.87 -0.0008
```

Computed properties:
- Spin multiplicity: 4
- Energy above the lowest of the compared OMol25 structures with the same formula, charge and spin: 80.38 kJ/mol
- LUMO (alpha / beta): 0.0125 / 0.0124 Ha
- HOMO (alpha / beta): -6.30 / -7.12 eV
- Orbital gap (alpha / beta): 6.65 / 7.46 eV
- Total charge: 0

Record 3
Density functional theory data (the ωB97M-V functional and the def2-TZVPD basis) for 6 unconnected molecules or ions with the total composition C38H66N2O13.

```
119
Properties=species:S:1:pos:R:3:mulliken_charge:R:1
O 5.66 -2.51 4.72 -0.4732
C 4.56 -3.08 4.44 0.1215
O 4.52 -4.53 4.40 -0.3598
C 4.83 -4.83 3.02 0.2264
C 6.33 -4.87 2.60 -0.1815
N 6.85 -5.15 1.30 -0.5718
C 5.74 -5.35 0.40 0.4028
C 6.09 -5.67 -1.11 -0.4778
C 5.05 -5.91 -2.22 -0.6092
C 3.54 -5.88 -1.82 -0.6769
C 3.13 -5.59 -0.33 0.6100
C 1.55 -5.62 -0.02 -0.4614
C 0.99 -4.31 0.72 -0.1779
C -0.59 -4.60 1.02 -0.5174
O -1.33 -5.02 -0.15 -0.5057
C 4.24 -5.32 0.78 0.3904
N 3.77 -5.08 2.11 -0.3050
C 3.30 -2.16 4.12 0.7049
C 2.01 -2.06 4.98 -0.4072
C 0.84 -1.10 4.53 -0.5129
C 0.92 -0.23 3.23 -0.0684
C 2.20 -0.37 2.35 -0.2995
C 3.36 -1.31 2.80 -0.3768
H 7.11 -4.66 3.43 0.3597
H 7.21 -5.72 -1.39 0.4474
H 5.41 -6.14 -3.29 0.3478
H 2.75 -6.08 -2.62 0.2249
H 0.99 -5.69 -1.03 0.2796
H 1.24 -6.56 0.56 0.3243
H 1.46 -4.08 1.73 0.0662
H 1.05 -3.35 0.08 0.1836
H -0.71 -5.40 1.85 0.3106
H -1.08 -3.64 1.45 0.2433
H -1.02 -4.50 -0.93 0.3077
H 1.91 -2.67 5.94 0.3331
H -0.10 -1.00 5.17 0.3096
H 0.06 0.46 2.91 0.1777
H 2.26 0.26 1.40 0.2703
H 4.27 -1.36 2.10 0.3009
C 7.85 -3.08 -3.18 -0.7523
O 9.02 -3.88 -3.22 -0.3034
C 9.94 -3.46 -4.23 -0.5276
C 11.02 -2.54 -3.67 -0.4754
O 10.47 -1.32 -3.18 -0.3870
C 10.24 -1.36 -1.77 -0.7177
H 7.38 -3.21 -2.20 0.2021
H 8.05 -2.02 -3.34 0.4138
H 7.15 -3.43 -3.95 0.2887
H 9.40 -2.99 -5.06 0.3362
H 10.42 -4.37 -4.61 0.3576
H 11.70 -2.27 -4.49 0.3716
H 11.61 -3.04 -2.90 0.3158
H 11.17 -1.14 -1.25 0.3238
H 9.86 -2.32 -1.43 0.3008
H 9.51 -0.58 -1.53 0.2519
C -0.93 2.57 1.35 -0.9834
O -0.85 1.33 0.64 -0.1456
C -1.78 1.26 -0.44 -0.1570
C -1.13 1.64 -1.77 -0.6421
O -0.69 2.99 -1.78 -0.3285
C 0.69 3.13 -1.45 -0.6000
H 0.01 2.71 1.89 0.3115
H -1.07 3.42 0.68 0.4026
H -1.75 2.54 2.06 0.3321
H -2.66 1.88 -0.23 -0.0758
H -2.11 0.22 -0.50 0.4192
H -1.88 1.54 -2.56 0.4467
H -0.30 0.96 -2.02 0.3519
H 1.29 2.94 -2.34 0.2985
H 0.99 2.45 -0.65 0.2245
H 0.86 4.15 -1.12 0.2263
C -5.15 2.97 1.13 -1.0172
O -4.18 3.82 1.72 -0.1983
C -4.51 5.20 1.59 -0.4835
C -5.22 5.74 2.84 -0.6067
O -6.48 5.10 3.05 -0.3647
C -6.39 4.01 3.97 -0.5871
H -5.04 1.97 1.56 0.2495
H -6.17 3.31 1.30 0.5359
H -4.97 2.90 0.05 0.2593
H -5.11 5.37 0.69 0.3607
H -3.57 5.75 1.47 0.3626
H -5.43 6.80 2.69 0.3895
H -4.59 5.65 3.73 0.3144
H -6.42 4.40 4.99 0.3702
H -5.48 3.43 3.84 0.2623
H -7.25 3.36 3.81 0.1133
C 2.49 3.98 -5.93 -0.8454
O 1.50 3.97 -4.91 -0.2932
C 0.63 5.10 -4.97 -0.4723
C -0.66 4.78 -5.72 -0.4119
O -0.42 4.45 -7.09 -0.3938
C -0.33 3.05 -7.31 -0.7129
H 2.86 2.96 -6.05 0.2532
H 2.09 4.32 -6.89 0.3576
H 3.32 4.63 -5.63 0.3138
H 1.15 5.96 -5.42 0.3355
H 0.38 5.36 -3.94 0.3783
H -1.29 5.67 -5.72 0.3681
H -1.22 3.98 -5.23 0.2518
H -1.34 2.63 -7.40 0.3196
H 0.20 2.53 -6.51 0.2903
H 0.21 2.88 -8.24 0.2615
C -12.88 1.74 3.19 -0.7129
O -12.37 0.51 3.68 -0.3841
C -11.30 0.00 2.88 -0.4987
C -9.94 0.38 3.45 -0.5042
O -9.73 1.79 3.44 -0.3047
C -10.04 2.40 4.68 -0.9312
H -13.40 2.24 4.00 0.2555
H -12.09 2.41 2.82 0.2953
H -13.59 1.55 2.38 0.3217
H -11.41 0.33 1.84 0.3145
H -11.39 -1.09 2.89 0.3629
H -9.16 -0.06 2.80 0.3555
H -9.79 -0.03 4.45 0.3594
H -9.20 2.29 5.37 0.3007
H -10.93 1.97 5.15 0.5008
H -10.22 3.46 4.51 0.2687
```

Computed properties:
- LUMO: -0.0365 Ha
- HOMO: -8.49 eV
- Orbital gap: 7.50 eV
- Total charge: 0

Record 4
Density functional theory data (the ωB97M-V functional and the def2-TZVPD basis) for a single C6H6OS molecule.

```
14
Properties=species:S:1:pos:R:3:nbo_charge:R:1
O 0.72 2.40 -0.14 -0.5079
C 1.14 1.34 0.39 0.4142
C 0.60 0.00 -0.03 -0.3075
S 2.01 -1.16 -0.47 -0.0002
C -0.43 -0.68 1.00 -0.1662
C -1.69 -0.72 0.40 -0.2253
C -1.56 -0.15 -0.93 -0.2113
C -0.28 0.05 -1.31 -0.1925
H 1.89 1.41 1.25 0.1415
H 2.63 -0.91 0.82 0.1276
H -0.22 -1.08 1.97 0.2185
H -2.56 -1.20 0.91 0.2365
H -2.40 0.08 -1.67 0.2293
H 0.13 0.63 -2.19 0.2435
```

Computed properties:
- Energy above the lowest of the compared OMol25 structures with the same formula, charge and spin: 168.10 kJ/mol
- LUMO: 0.0001 Ha
- HOMO: -8.95 eV
- Orbital gap: 8.95 eV
- Total charge: 0

Record 5
Density functional theory data (the ωB97M-V functional and the def2-TZVPD basis) for a gas-phase ion, C4H9N6O (charge +1).

```
20
Properties=species:S:1:pos:R:3:nbo_charge:R:1
N 0.55 -0.36 -1.59 -0.8272
C 0.66 0.43 -0.47 0.5051
N 1.96 0.76 -0.20 -0.8319
N 0.13 -0.39 0.72 -0.5887
C -1.20 -0.48 1.00 0.6759
N -1.63 -1.22 1.99 -0.6913
N -2.10 0.26 0.26 -0.4562
C -1.69 1.23 -0.46 0.2580
C -0.39 1.77 -0.42 -0.3099
N -0.05 2.33 0.82 0.1346
O 0.67 3.31 0.82 -0.2359
H -0.38 -0.85 -1.83 0.4086
H 0.80 0.20 -2.46 0.3921
H 2.66 0.78 -0.99 0.4156
H 2.17 1.60 0.29 0.4010
H 0.86 -0.95 1.27 0.4511
H -2.45 -0.95 2.36 0.4178
H -1.13 -1.77 2.63 0.4273
H -2.40 1.73 -1.13 0.2275
H -0.16 2.28 -1.26 0.2264
```

Computed properties:
- Energy above the lowest of the compared OMol25 structures with the same formula, charge and spin: 30.46 kJ/mol
- LUMO (alpha / beta): -0.1854 / -0.1854 Ha
- HOMO (alpha / beta): -13.27 / -13.26 eV
- Orbital gap (alpha / beta): 8.22 / 8.22 eV
- Total charge: +1

Record 6
Density functional theory data (the ωB97M-V functional and the def2-TZVPD basis) for 2 unconnected molecules or ions with the total composition C4H9OP.

```
15
Properties=species:S:1:pos:R:3:nbo_charge:R:1
C 0.96 -1.21 -0.50 -0.6136
C 1.11 -0.23 0.66 -0.7128
P 0.46 1.46 0.23 0.8526
O 1.82 2.04 -0.51 -0.9870
H -0.10 -1.36 -0.74 0.2055
H 1.46 -0.82 -1.38 0.2064
H 1.40 -2.17 -0.24 0.2100
H 2.16 -0.12 0.94 0.2240
H 0.55 -0.59 1.54 0.2174
H 0.77 1.99 1.50 -0.0937
H 1.64 2.47 -1.34 0.4928
C -4.03 1.03 -0.41 -0.2235
C -3.71 0.05 0.19 -0.2353
H -4.30 1.90 -0.93 0.2295
H -3.44 -0.82 0.71 0.2279
```

Computed properties:
- Energy above the lowest of the compared OMol25 structures with the same formula, charge and spin: 162.79 kJ/mol
- LUMO: 0.0344 Ha
- HOMO: -9.02 eV
- Orbital gap: 9.96 eV
- Total charge: 0

Record 7
Density functional theory data (the ωB97M-V functional and the def2-TZVPD basis) for a single C3H5ClO molecule.

```
10
Properties=species:S:1:pos:R:3:mulliken_spin:R:1
C 0.64 -0.75 0.17 0.2095
C -0.23 -0.37 -1.02 0.0945
C -0.15 0.50 0.17 0.6085
O -1.23 0.70 0.96 0.0917
Cl 0.82 2.21 0.10 0.9493
H 0.29 -1.53 0.83 0.0094
H 1.71 -0.72 0.04 0.0049
H 0.27 -0.07 -1.93 0.0074
H -1.17 -0.88 -1.17 0.0225
H -0.94 0.92 1.86 0.0022
```

Computed properties:
- Spin multiplicity: 3
- Energy above the lowest of the compared OMol25 structures with the same formula, charge and spin: 203.65 kJ/mol
- LUMO (alpha / beta): 0.0310 / -0.1422 Ha
- HOMO (alpha / beta): -5.05 / -10.36 eV
- Orbital gap (alpha / beta): 5.89 / 6.49 eV
- Total charge: 0

Record 8
Density functional theory data (the ωB97M-V functional and the def2-TZVPD basis) for 2 unconnected molecules or ions with the total composition C7H10O.

```
18
Properties=species:S:1:pos:R:3:nbo_charge:R:1
C -1.37 1.66 0.60 -0.4984
C -0.24 1.06 0.59 0.0963
C 1.03 0.63 0.53 -0.1018
C 1.69 0.03 -0.64 -0.6288
C 1.81 0.63 1.84 -0.6202
H -2.30 1.16 0.88 0.2115
H -1.62 2.62 0.00 0.2183
H 2.17 -0.97 -0.34 0.2140
H 2.47 0.61 -1.13 0.2262
H 0.90 -0.31 -1.47 0.2228
H 2.18 1.66 2.06 0.2201
H 2.75 -0.09 1.56 0.2090
H 1.18 0.32 2.71 0.2307
C -2.34 -1.31 -1.44 -0.8097
C -1.71 -2.42 -1.25 0.7323
O -1.00 -3.29 -1.10 -0.4423
H -3.32 -1.27 -1.06 0.2540
H -2.27 -0.72 -2.32 0.2661
```

Computed properties:
- Energy above the lowest of the compared OMol25 structures with the same formula, charge and spin: 376.56 kJ/mol
- LUMO: 0.0283 Ha
- HOMO: -8.64 eV
- Orbital gap: 9.41 eV
- Total charge: 0

Calculated max |F| in order - 4.78, 4.77, 6.27, 3.96, 4.32, 0.59, 3.57, 3.99 eV/A